{
  "formula": "C8H7LaNO3",
  "method": "ωB97M-V with the def2-TZVPD basis set",
  "species": ["O", "C", "O", "C", "C", "C", "C", "C", "C", "C", "N", "O", "H", "H", "H", "H", "H", "H", "H", "La"],
  "coordinates": [[2.470, -2.047, -0.463], [2.337, -0.874, -0.467], [2.987, 0.110, 0.439], [1.758, 0.842, 0.992], [0.864, 0.856, -0.288], [-0.557, 0.245, -0.152], [-1.609, 0.960, -0.762], [-2.943, 0.425, -0.713], [-3.004, -0.824, -0.020], [-1.819, -1.371, 0.564], [-0.559, -0.908, 0.549], [1.543, -0.107, -1.228], [1.461, 0.214, 1.855], [2.190, 1.845, 1.198], [0.819, 1.871, -0.742], [-1.414, 1.918, -1.274], [-3.795, 0.940, -1.182], [-3.962, -1.364, 0.066], [-1.947, -2.326, 1.118], [5.179, -0.404, 0.509]],
  "total_charge": 3,
  "lumo_ev": -15.39,
  "mol_weight_g_mol": 304.1,
  "multiplicity": 1,
  "gap_ha": 0.0873,
  "homo_energy_ev": -17.8
}